Entry one
A structure of composition C3H3N3O. Source: the Open Molecules 2025 dataset; level of theory: ωB97M-V/def2-TZVPD.

Output
Orbital gap: 10.847 eV
Multiplicity: 1

Each line ends with the Mulliken charge.
Positions of all 10 atoms, in Å:
O  -1.83276  2.06717  0.87926  -0.18
C  -1.17387  1.36655  0.26022  0.19
N  -0.15838  -0.98118  1.08605  -0.30
C  -0.34471  -1.24706  -0.19599  -0.03
N  0.56903  -0.61277  -1.01464  -0.49
C  1.29778  0.12558  -0.09160  -0.07
N  0.91571  -0.08366  1.15301  -0.30
H  -0.24957  0.45523  -1.10342  0.46
H  -1.11676  -1.89307  -0.59110  0.36
H  2.09354  0.80319  -0.38178  0.36

Entry two
The molecule C3H3N3O. Source: the Open Molecules 2025 dataset; level of theory: ωB97M-V/def2-TZVPD.

Output
Structure (SMILES): N#CN/N=C\C=O
Orbital gap: 9.371 eV
Multiplicity: 1

Each line ends with the Mulliken charge.
Positions of all 10 atoms, in Å:
N  0.95484  -1.45726  1.61740  -0.43
C  1.12335  -0.43604  1.09023  0.41
N  1.16843  0.75599  0.47224  -0.04
N  0.00244  1.37855  0.07862  -0.47
C  -0.91970  0.63829  -0.40654  0.02
C  -0.81661  -0.79500  -0.84787  -0.06
O  0.17478  -1.23287  -1.37708  -0.40
H  1.89084  1.40393  0.74268  0.29
H  -1.85356  1.15094  -0.63074  0.38
H  -1.72482  -1.40652  -0.73895  0.31

It comes down to entry two, which is 6.3 kcal/mol more stable than the next structure.

Entry one
The molecule C3H3N3O. Source: the Open Molecules 2025 dataset; level of theory: ωB97M-V/def2-TZVPD.

Output
Structure (SMILES): [H]/N=N\C(C=C=O)=N/[H]
Orbital gap: 9.302 eV
Multiplicity: 1

Each line ends with the Mulliken charge.
Positions of all 10 atoms, in Å:
H  0.78180  -1.42649  -0.16581  0.30
N  0.51090  -1.40810  -1.19405  -0.48
N  -0.12628  -0.40902  -1.49743  -0.04
C  -0.51031  0.57607  -0.45792  0.57
C  0.00830  0.38355  0.89296  -0.72
C  0.65673  -0.65002  1.41119  0.72
O  1.21734  -1.42001  2.08821  -0.37
N  -1.23518  1.55693  -0.80049  -0.60
H  -1.37458  1.54409  -1.81475  0.31
H  0.07129  1.25300  1.53810  0.32

Entry two
A cluster of 2 separate species, C3H3N3O in total. Source: the Open Molecules 2025 dataset; level of theory: ωB97M-V/def2-TZVPD.

Output
Structure (SMILES): C=NC#N.N#CO
Orbital gap: 10.199 eV
Multiplicity: 1

Each line ends with the Mulliken charge.
Positions of all 10 atoms, in Å:
C  1.74673  -0.60909  0.01277  -0.16
N  1.21029  0.28431  0.69907  -0.40
C  0.36862  1.20517  0.30158  0.59
N  -0.40339  2.02424  0.10188  -0.53
H  2.44960  -1.23965  0.52694  0.25
H  1.68002  -0.73074  -1.02175  0.29
N  -1.12428  -1.70529  -0.13672  -0.43
C  -1.69319  -0.72277  -0.12139  0.43
O  -2.46175  0.34946  -0.26729  -0.51
H  -1.77264  1.14435  -0.09508  0.47

It comes down to entry two, which is 11.6 kcal/mol more stable than the next structure.

Entry one
The molecule C3H3N3O. Source: the Open Molecules 2025 dataset; level of theory: ωB97M-V/def2-TZVPD.

Output
Structure (SMILES): [H]/N=N\C(C=C=O)=N/[H]
Orbital gap: 9.376 eV
Multiplicity: 1

Each line ends with the Mulliken charge.
Positions of all 10 atoms, in Å:
H  -1.35993  0.95805  -0.23149  0.25
N  -0.73015  1.72402  -0.55429  -0.46
N  0.45153  1.39134  -0.56228  -0.03
C  0.85470  0.05403  -0.12120  0.62
C  -0.14423  -0.94918  0.27337  -0.65
C  -1.41470  -0.79066  0.60299  0.60
O  -2.53735  -0.76829  0.91743  -0.36
N  2.09184  -0.22077  -0.13004  -0.60
H  2.61077  0.58694  -0.48582  0.31
H  0.17753  -1.98546  0.29132  0.33

Entry two
A cluster of 2 separate species, C3H3N3O in total. Source: the Open Molecules 2025 dataset; level of theory: ωB97M-V/def2-TZVPD.

Output
Structure (SMILES): N=C=CC=O.N#N
Orbital gap: 10.343 eV
Multiplicity: 1

Each line ends with the Mulliken charge.
Positions of all 10 atoms, in Å:
N  2.37416  -0.51445  0.61884  -0.49
C  1.19011  -0.62274  0.33801  0.55
C  -0.08264  -0.79387  0.04399  -0.69
C  -1.20078  -0.30420  0.90635  0.08
O  -1.33620  -0.56033  2.07748  -0.44
H  2.86219  0.31730  0.29111  0.29
H  -0.33015  -1.25918  -0.90712  0.39
H  -1.91127  0.35914  0.37967  0.34
N  -1.11385  1.56943  -1.45144  0.17
N  -0.45157  1.80891  -2.29688  -0.19

Entry three
A cluster of 2 separate species, C3H3N3O in total. Source: the Open Molecules 2025 dataset; level of theory: ωB97M-V/def2-TZVPD.

Output
Structure (SMILES): N=C=CC=O.N#N
Orbital gap: 9.001 eV
Multiplicity: 1

Each line ends with the Mulliken charge.
Positions of all 10 atoms, in Å:
N  -0.94472  1.84384  0.03056  -0.40
C  -0.46550  0.76566  -0.21620  0.48
C  0.36852  -0.18613  -0.62009  -0.65
C  1.47206  -0.53062  0.27954  0.11
O  1.39435  -0.82210  1.45419  -0.49
H  -1.83309  2.07114  0.45264  0.28
H  0.39175  -0.50974  -1.65196  0.40
H  2.44378  -0.37815  -0.22835  0.32
N  -1.82180  -0.83958  0.52309  -0.05
N  -1.15231  -1.59141  0.06786  0.00

Entry four
A cluster of 2 separate species, C3H3N3O in total. Source: the Open Molecules 2025 dataset; level of theory: ωB97M-V/def2-TZVPD.

Output
Structure (SMILES): N=C=CC=O.N#N
Orbital gap: 10.003 eV
Multiplicity: 1

Each line ends with the Mulliken charge.
Positions of all 10 atoms, in Å:
N  2.35708  -0.32701  0.57850  -0.51
C  1.17900  -0.50115  0.28873  0.66
C  -0.07174  -0.82091  0.04563  -0.77
C  -1.26107  -0.33065  0.87027  0.11
O  -1.70463  -0.91732  1.82363  -0.43
H  2.86848  0.40431  0.08918  0.28
H  -0.25923  -1.51386  -0.77531  0.36
H  -1.71572  0.60277  0.49104  0.35
N  -0.92175  1.51692  -1.23965  0.21
N  -0.47042  1.88689  -2.17202  -0.25

It comes down to entry two, which is 7.0 kcal/mol more stable than the next structure.

Entry one
A cluster of 2 separate species, C4H12N2O2 in total. Source: the Open Molecules 2025 dataset; level of theory: ωB97M-V/def2-TZVPD.

Output
Orbital gap: 4.184 eV
Multiplicity: 1

Each line ends with the Mulliken charge.
Positions of all 20 atoms, in Å:
N  -0.22179  0.63152  -0.78439  -0.47
C  0.40010  -0.17778  0.24467  0.65
C  -0.16474  -0.14408  1.56419  -0.52
C  -0.36729  1.05235  2.39636  -0.45
O  -1.76704  1.44426  2.15027  -0.45
C  0.42005  -1.67882  -0.27592  -0.82
N  1.09918  -1.71483  -1.52379  -0.74
H  0.19151  0.66034  -1.73531  0.36
H  -0.51358  1.53222  -0.41866  0.19
H  1.46010  0.10927  0.38056  0.18
H  -0.86409  -0.91297  1.91568  0.43
H  0.14519  1.95714  2.06071  0.28
H  -0.11338  0.90105  3.44738  0.34
H  0.93832  -2.29648  0.47063  0.38
H  -0.58933  -2.08424  -0.37243  0.38
H  0.48372  -1.26940  -2.23231  0.39
H  1.86461  -1.04520  -1.56689  0.28
H  -2.05964  0.81051  1.49632  0.35
H  0.78660  0.43143  -3.89850  0.20
O  0.58498  0.36148  -2.96877  -0.96

Entry two
A structure of composition C4H12N2O2. Source: the Open Molecules 2025 dataset; level of theory: ωB97M-V/def2-TZVPD.

Output
Orbital gap: 10.328 eV
Multiplicity: 1

Each line ends with the Mulliken charge.
Positions of all 20 atoms, in Å:
N  -1.43891  1.63651  -0.33192  -0.64
C  -1.29822  -1.29071  -1.47204  -1.46
C  -0.24262  -0.88388  -0.43918  -0.32
C  0.02544  0.60739  -0.56603  0.17
C  0.97008  1.15267  0.52246  0.21
N  1.05512  2.55473  0.61123  -0.50
O  1.64149  0.43277  1.27778  -0.72
H  -1.88591  1.20190  0.55388  0.25
H  -1.00226  0.85464  -1.19714  0.20
H  -1.72257  -2.30860  -1.26536  0.34
H  -0.85654  -1.27039  -2.42117  0.39
H  -2.12495  -0.54014  -1.41194  0.47
H  -0.66053  -1.13535  0.58862  0.27
H  0.67309  -1.49483  -0.54981  0.39
H  0.50660  0.85751  -1.50315  0.27
H  1.62314  2.90744  1.44112  0.28
H  0.12378  3.01120  0.38483  0.33
H  1.85503  -2.61308  2.45700  0.31
H  1.46339  -1.38463  1.60705  0.41
O  1.29535  -2.29515  1.71377  -0.64

Entry three
A structure of composition C4H12N2O2. Source: the Open Molecules 2025 dataset; level of theory: ωB97M-V/def2-TZVPD.

Output
Orbital gap (spin up / spin down): 8.792 / 8.792 eV
Multiplicity: 1

Each line ends with the Mulliken charge.
Positions of all 20 atoms, in Å:
C  1.49939  -0.23811  -0.76765  -0.49
C  0.00067  0.52272  -1.59426  -1.10
C  1.52092  -1.71072  -0.48452  -0.97
H  2.16401  0.01712  -1.58996  0.39
H  1.76555  0.41019  0.05857  0.30
H  0.95394  -1.97870  0.39755  0.24
H  0.47454  1.47595  -1.79929  0.30
H  -1.04812  0.73263  -1.41263  0.34
H  -0.02643  -0.09472  -2.48888  0.38
H  2.54853  -2.03430  -0.30197  0.35
H  1.11808  -2.27898  -1.32343  0.27
C  -0.75266  0.92653  1.28881  0.73
N  -1.85926  1.69820  1.07077  -0.47
O  -0.73172  -0.25314  0.54030  -0.20
O  -2.14042  -0.98470  1.14026  -0.44
N  0.22748  1.29399  1.99867  -0.74
H  -2.07406  -1.78343  0.60395  0.31
H  -1.92899  2.48314  1.69794  0.24
H  -2.71002  1.15771  0.99071  0.25
H  0.99857  0.63861  1.97505  0.30

Entry four
A structure of composition C4H12N2O2. Source: the Open Molecules 2025 dataset; level of theory: ωB97M-V/def2-TZVPD.

Output
Orbital gap: 8.580 eV
Multiplicity: 1

Each line ends with the Mulliken charge.
Positions of all 20 atoms, in Å:
O  0.24022  -1.32012  -1.63681  -0.52
C  -0.88205  -1.07187  -0.76998  -0.30
C  -1.06766  0.02502  0.13145  0.31
C  -2.43672  0.36175  0.71473  -1.06
N  0.07338  0.80409  0.43831  -0.42
C  1.06521  -0.11487  1.11079  -0.36
N  2.47829  0.21322  0.77481  -0.79
H  -1.76476  -1.62219  -1.11399  0.37
H  -0.82932  -1.24920  0.53916  0.25
H  -2.88001  -0.61314  0.88942  0.32
H  -2.25928  0.76812  1.71770  0.31
H  -3.10620  0.94307  0.13519  0.32
H  0.46334  1.09754  -0.51699  0.54
H  1.07254  -1.21118  0.98222  0.30
H  0.79869  0.12617  2.16508  0.37
H  2.46885  0.10842  -0.26067  0.38
H  2.37580  1.23499  0.79890  0.30
H  0.71169  -0.34614  -1.84888  0.46
H  2.12396  0.88684  -2.42423  0.21
O  1.35400  0.97949  -1.82619  -1.01

It comes down to entry two, which is 26.9 kcal/mol more stable than the next structure.

Entry one
A structure of composition C4H12N2O2. Source: the Open Molecules 2025 dataset; level of theory: ωB97M-V/def2-TZVPD.

Output
Orbital gap: 9.099 eV
Multiplicity: 1

Each line ends with the Mulliken charge.
Positions of all 20 atoms, in Å:
O  -0.05558  -1.45024  -1.15905  -0.68
C  -1.10934  -1.01420  -0.57623  -0.17
C  -1.23400  0.18715  0.19127  0.13
C  -2.42027  0.69849  0.93976  -1.11
N  0.01146  0.81737  0.55871  -0.42
C  0.91869  -0.06205  1.36922  -0.05
N  2.29025  0.12821  0.94400  -0.54
H  -1.99320  -1.41040  -1.10710  0.37
H  -1.32871  -1.14586  0.66128  0.27
H  -3.19040  -0.07664  1.01374  0.31
H  -2.13786  0.98522  1.95364  0.34
H  -2.88976  1.57893  0.49678  0.31
H  0.46137  1.04887  -0.33001  0.43
H  0.66747  -1.11481  1.24400  0.15
H  0.92208  0.20516  2.42749  0.35
H  2.41882  0.57091  0.05514  0.23
H  2.94053  0.52135  1.60014  0.21
H  0.71460  -0.35466  -1.71861  0.38
H  0.90471  0.62810  -2.97721  0.24
O  1.20857  0.51740  -2.06955  -0.75

Entry two
A cluster of 2 separate species, C4H12N2O2 in total. Source: the Open Molecules 2025 dataset; level of theory: ωB97M-V/def2-TZVPD.

Output
Structure (SMILES): CCC(=O)NCN.O
Orbital gap: 10.434 eV
Multiplicity: 1

Each line ends with the Mulliken charge.
Positions of all 20 atoms, in Å:
C  0.15446  1.05306  -1.89151  -0.99
C  1.39122  0.61111  -1.07738  -0.52
C  1.12229  0.82638  0.40027  0.49
O  1.53406  1.80038  0.99067  -0.62
N  0.22468  -0.02562  1.05878  -0.22
C  -0.31631  -1.27952  0.56898  -0.41
N  0.46856  -2.44705  0.88908  -0.59
H  0.36098  2.02457  -2.32659  0.33
H  -0.17912  0.28910  -2.59621  0.30
H  -0.74341  1.16565  -1.27789  0.27
H  1.80449  -0.35824  -1.34854  0.36
H  2.17714  1.33907  -1.26760  0.29
H  0.30074  0.13110  2.05267  0.17
H  -1.33105  -1.32645  0.97386  0.32
H  -0.46613  -1.17952  -0.50551  0.36
H  0.04427  -3.03553  1.61004  0.26
H  0.57467  -3.05364  0.08116  0.24
O  -2.71060  0.95007  1.29153  -0.69
H  -1.90516  0.67092  0.85066  0.33
H  -2.50577  1.84418  1.52352  0.31

Entry three
The molecule C4H12N2O2. Source: the Open Molecules 2025 dataset; level of theory: ωB97M-V/def2-TZVPD.

Output
Structure (SMILES): C[C@@H](N)[C@](C)(N)OO
Orbital gap: 10.158 eV
Multiplicity: 1

Each line ends with the Mulliken charge.
Positions of all 20 atoms, in Å:
C  1.30573  0.47913  1.47416  -1.46
C  0.16931  -0.27139  0.81159  0.23
N  -1.22698  0.32827  1.57104  -0.74
C  0.07849  -0.26234  -0.71081  1.12
C  -0.01642  -1.65283  -1.32987  -1.80
N  1.03654  0.52273  -1.43273  -0.65
O  -1.41947  0.28367  -0.91130  -0.39
O  -1.53882  1.72126  -1.08495  -0.35
H  2.10583  0.84073  0.82149  0.36
H  0.99685  1.37327  2.02186  0.40
H  1.82046  -0.14053  2.21917  0.29
H  0.17089  -1.30332  1.16936  0.38
H  -2.17636  0.35953  1.19280  0.24
H  -1.42831  -0.28967  2.35889  0.22
H  -0.77588  -2.25415  -0.82287  0.42
H  -0.34174  -1.57926  -2.37369  0.43
H  0.94370  -2.17801  -1.29544  0.38
H  0.96024  1.48506  -1.10751  0.29
H  0.79381  0.53091  -2.41969  0.28
H  -1.45787  2.00692  -0.15148  0.35

It comes down to entry two, which is 77.0 kcal/mol more stable than the next structure.

Entry one
A structure of composition C4H12N2O2. Source: the Open Molecules 2025 dataset; level of theory: ωB97M-V/def2-TZVPD.

Output
Orbital gap: 4.593 eV
Multiplicity: 1

Each line ends with the Mulliken charge.
Positions of all 20 atoms, in Å:
C  0.33818  -0.39402  -0.25193  0.34
N  1.20605  -1.41691  -0.38638  -0.43
C  0.74408  -2.68595  -0.31802  0.01
N  -0.49912  -2.97443  -0.40735  -0.56
O  -1.56432  0.93488  2.21410  -0.72
C  0.57643  0.64007  0.81003  0.15
C  0.62739  1.99017  0.13462  -1.33
H  -0.79493  -0.89275  0.02090  -0.25
H  0.22460  0.14799  -1.23838  0.37
H  -1.57885  -0.60826  0.06316  0.46
H  1.49402  -3.47842  -0.19293  0.39
H  -0.76093  -3.92163  -0.16335  0.24
H  -0.44239  0.69234  1.41096  -0.05
H  1.46678  0.42564  1.40985  0.41
H  1.52157  1.88398  -0.50461  0.33
H  -0.25555  1.93920  -0.54004  0.54
H  0.69627  2.86391  0.77923  0.35
H  -0.03394  2.18540  -2.60844  0.25
H  -2.44479  1.15151  1.87736  0.27
O  -0.52053  1.51728  -2.10879  -0.78

Entry two
A cluster of 2 separate species, C4H12N2O2 in total. Source: the Open Molecules 2025 dataset; level of theory: ωB97M-V/def2-TZVPD.

Output
Orbital gap: 9.355 eV
Multiplicity: 1

Each line ends with the Mulliken charge.
Positions of all 20 atoms, in Å:
C  0.28532  0.61641  0.18944  0.96
C  -1.05969  -0.07709  -0.10020  0.07
C  1.42130  -0.41453  0.44171  -1.33
C  -1.41604  -1.24860  0.76005  -1.46
N  0.65711  1.43648  -0.94017  -0.77
N  1.78446  -1.26265  -0.67340  -0.58
O  0.12721  1.32932  1.40398  -0.50
O  -1.47690  -0.22098  -1.34903  -0.43
H  -0.65265  1.91166  1.23852  0.45
H  -1.31892  0.68200  -1.75067  0.39
H  -1.91105  1.37510  0.04466  0.18
H  1.58715  1.81319  -0.79593  0.27
H  -0.00354  2.20937  -1.01203  0.29
H  1.93523  -0.70989  -1.50974  0.29
H  1.06842  -1.94972  -0.87679  0.27
H  1.16437  -1.02852  1.30335  0.42
H  2.28763  0.18409  0.73590  0.49
H  -0.82506  -2.12063  0.47025  0.25
H  -2.46414  -1.50004  0.61980  0.39
H  -1.19022  -1.02496  1.80031  0.34

It comes down to entry two, which is 233.4 kcal/mol more stable than the next structure.